(1)
ORCA calculation (ωB97M-V/def2-TZVPD) on a cluster of 2 separate species, C53H50N4O3 in total.

Its strongest force on any atom is 0.09483 hartree/bohr. The LUMO energy is -1.3 eV.

Geometry as XYZ:
```
110
Properties=species:S:1:pos:R:3:forces:R:3
O -5.62224 3.36001 0.65887 0.3 0.4 0.8
C -4.93048 4.36591 0.87225 0.1 0.4 -1.1
O -4.65068 5.12390 1.81257 -0.5 -0.7 0.1
C -4.13379 4.82338 -0.47973 -1.1 0.0 0.1
C -4.21573 6.34532 -0.71348 -0.3 -0.8 -0.5
C -2.95924 6.83209 -0.08726 0.6 -0.2 0.5
C -2.09568 5.73751 0.14337 0.3 1.6 0.7
C -0.82985 5.92992 0.68813 0.2 0.1 0.1
C -0.45274 7.22379 1.07707 -0.4 0.1 -0.3
C -1.34348 8.29865 0.91977 0.0 -0.2 0.0
C -2.60630 8.10668 0.33901 0.2 -0.3 -0.1
N -2.75312 4.54265 -0.14604 1.0 -3.1 0.0
C -2.32701 3.27165 0.07061 -1.9 2.6 -0.9
C -1.24106 2.98430 0.89232 2.4 -1.7 0.7
C -0.30584 1.99125 0.65212 -0.3 2.6 -0.6
C 0.83379 1.83598 1.53620 1.0 -0.3 1.1
C 2.09376 1.39760 1.05702 -0.7 0.3 0.0
C 3.18538 1.31167 1.90844 0.0 -0.2 0.6
C 3.04911 1.58068 3.27993 -0.1 0.3 -0.3
C 1.83107 2.07090 3.76606 -0.2 -0.4 -0.1
C 0.73120 2.16465 2.90827 0.1 -0.1 -0.3
H -4.47546 4.18741 -1.29844 0.1 0.2 0.0
H -4.23217 6.51083 -1.79795 0.1 0.3 0.1
H -5.12549 6.76981 -0.28176 0.2 -0.1 0.0
H -0.16551 5.07935 0.81370 0.0 0.4 0.0
H 0.53037 7.38813 1.52470 -0.4 -0.1 -0.2
H -1.05525 9.29638 1.26196 -0.1 -0.4 -0.1
H -3.33531 8.91810 0.24853 0.4 -0.2 0.0
H -2.97817 2.46870 -0.29534 0.2 0.5 0.0
H -1.08739 3.58879 1.78917 -0.4 -0.1 -0.3
H -0.18803 1.62265 -0.35781 -0.1 -0.1 0.3
H 2.18776 1.13009 0.00196 0.0 0.2 0.3
H 4.14671 0.98001 1.52083 -0.2 0.1 0.1
H 3.88545 1.40924 3.96456 -0.3 0.2 -0.3
H 1.71440 2.31247 4.83120 0.1 -0.1 -0.5
H -0.24731 2.46853 3.28902 0.4 -0.1 0.0
C 0.03209 -6.91736 2.59069 -0.1 -0.3 0.0
C 0.36578 -5.70885 1.76701 0.1 0.3 0.1
C 0.95375 -4.59533 2.36107 0.2 0.5 -0.3
C 1.17651 -3.40627 1.64847 -0.3 -0.4 0.1
C 1.86261 -2.26444 2.34550 -0.1 0.2 0.2
C 0.76191 -3.36553 0.30592 -0.3 -0.3 0.5
N 0.86537 -2.15261 -0.45259 0.7 0.0 -1.6
C 2.06020 -1.58894 -0.83968 -0.9 0.6 -0.9
C 3.36089 -2.13955 -0.44591 1.4 0.0 0.1
C 4.42288 -1.25884 -0.12169 -0.7 -0.5 0.0
C 5.57677 -1.75987 0.47254 0.0 -0.2 -0.2
C 5.70048 -3.13070 0.71323 -0.2 -0.1 0.1
C 4.71912 -4.02420 0.27802 0.0 0.2 -0.4
C 3.59569 -3.53639 -0.38269 -0.5 0.6 0.1
N 1.85698 -0.55661 -1.63512 -0.5 -1.0 0.0
N 0.48929 -0.55758 -1.95297 0.6 -1.1 1.8
C 0.17070 0.07686 -3.21422 -0.6 1.3 -1.1
C 1.08573 -0.18306 -4.25809 0.0 0.4 0.0
C 2.15302 -1.21367 -4.13134 0.4 -0.5 -0.4
C 1.04153 0.52772 -5.45804 -0.4 0.1 0.2
C 0.09108 1.52299 -5.67382 -0.1 -0.4 0.2
C 0.09464 2.37666 -6.91236 -0.1 0.0 -0.1
C -0.89403 1.68895 -4.70073 0.5 -0.1 -0.6
C -0.88853 1.00552 -3.48386 0.9 -0.4 0.0
C -1.99964 1.37422 -2.57940 -0.3 -0.1 0.9
C -0.16173 -1.49691 -1.15416 1.4 1.1 0.3
C -1.30663 -1.19494 -0.28602 -4.2 -0.7 2.3
O -1.54757 0.04189 -0.00263 0.9 -2.0 -0.9
C -1.98632 -2.26551 0.50026 1.4 2.3 -1.5
C -2.69446 -3.40093 -0.10823 0.3 -1.6 -0.3
C -1.86249 -2.19310 1.93213 -0.1 0.1 1.6
C -1.23921 -1.07098 2.53273 0.0 0.0 0.0
C -0.93689 -0.99484 3.88039 -0.2 -0.2 -0.2
C -1.25815 -2.05060 4.73100 0.1 -0.1 0.1
C -1.87510 -3.18841 4.20302 0.1 0.2 -0.2
C -2.18585 -3.26105 2.84389 0.0 0.2 -0.7
C 0.31272 -4.51432 -0.35767 0.0 -0.1 0.6
C 0.13215 -4.52274 -1.84681 -0.3 -0.2 -0.3
C 0.08613 -5.67192 0.40060 0.4 0.3 -0.2
H -0.42215 -7.67549 1.94576 0.0 0.0 0.3
H 0.91724 -7.35428 3.07386 -0.2 0.1 -0.2
H -0.67842 -6.65891 3.38904 0.1 -0.1 -0.2
H 1.25399 -4.62714 3.41395 -0.2 0.0 -0.3
H 1.66096 -1.30066 1.85974 0.1 -0.2 0.2
H 1.51835 -2.20206 3.38858 0.1 0.0 -0.4
H 2.95234 -2.43257 2.36810 -0.3 0.1 -0.1
H 4.30579 -0.19544 -0.33363 0.0 -0.3 0.2
H 6.38977 -1.08528 0.73815 -0.2 -0.2 0.0
H 6.57482 -3.51920 1.22620 -0.1 0.1 -0.1
H 4.82187 -5.10262 0.42128 0.1 0.4 -0.1
H 2.87410 -4.21999 -0.84198 0.3 0.2 0.5
H 2.48495 -1.47101 -5.14331 0.0 -0.1 0.2
H 3.01529 -0.84032 -3.55988 -0.3 -0.3 -0.3
H 1.73067 -2.11202 -3.65696 0.4 0.1 -0.1
H 1.75155 0.27999 -6.24909 -0.1 0.1 0.3
H -0.81448 2.98872 -6.90707 0.3 0.0 -0.2
H 0.98119 3.02867 -6.93819 -0.3 -0.1 0.1
H 0.10915 1.78023 -7.83478 0.0 0.1 0.3
H -1.69286 2.40591 -4.92359 0.2 -0.3 0.4
H -2.15913 2.45385 -2.59371 0.0 0.0 -0.2
H -2.93006 0.88539 -2.89804 0.1 0.1 0.1
H -1.79366 1.08694 -1.54731 -0.2 -0.1 -0.3
H -3.69876 -3.55633 0.33801 0.5 0.3 -0.2
H -2.82753 -3.36852 -1.20486 0.2 0.2 0.5
H -2.09566 -4.30235 0.13502 -0.7 -0.1 -0.2
H -0.97754 -0.24654 1.88202 -0.1 0.0 0.4
H -0.45387 -0.08969 4.24201 0.0 -0.2 0.1
H -1.02040 -1.98739 5.79249 -0.1 -0.1 -0.2
H -2.10201 -4.02327 4.87594 0.0 0.3 -0.4
H -2.62848 -4.19141 2.46902 0.1 0.4 0.1
H -0.14581 -5.53819 -2.15780 0.0 0.3 -0.1
H -0.65584 -3.83256 -2.18744 0.3 -0.3 0.1
H 1.06871 -4.25921 -2.36559 -0.3 0.0 0.1
H -0.27716 -6.57498 -0.09422 0.0 0.3 0.1
```
Positions in Å, forces in eV/Å.

Results of the Mulliken charge analysis, in e, for atoms 1 through 99: O -0.7158; C 0.6277; O -0.6904; C -0.4027; C -0.8782; C 0.3972; C 0.7148; C -0.7059; C -0.7821; C -0.4969; C -0.8817; N 0.2994; C -0.8842; C -1.9471; C 0.6802; C 0.9446; C -0.1691; C -0.5991; C -0.6122; C -0.8682; C -0.3569; H 0.5194; H 0.2902; H 0.4318; H 0.7580; H 0.4083; H 0.3559; H 0.4166; H 1.0897; H 0.8527; H 0.1026; H 0.5892; H 0.4329; H 0.4005; H 0.3485; H 0.5470; C -1.4264; C 0.4370; C -0.7891; C 1.2055; C -1.5482; C -0.1240; N 1.4497; C 0.7045; C 0.0140; C -0.5384; C -0.9544; C -0.5914; C -0.6864; C 0.0602; N -1.0349; N 1.4957; C -0.3922; C 1.3898; C -1.2108; C -1.0257; C 0.7853; C -1.5371; C -0.8365; C 0.6736; C 0.2148; C -0.1203; C -0.5969; O -0.7941; C 0.9695; C -1.4871; C 0.0183; C 0.5154; C -0.4490; C -0.4802; C -0.9404; C -0.3381; C 0.6280; C -1.5255; C -1.0182; H 0.4134; H 0.3342; H 0.2785; H 0.4214; H -0.3028; H 0.6186; H 0.3704; H 0.8059; H 0.4423; H 0.3972; H 0.4446; H 0.2927; H 0.5128; H 0.2434; H -0.0362; H 0.3715; H 0.3227; H 0.3082; H 0.3621; H 0.3239; H 0.3211; H 0.5488; H -1.5818; H 0.4148

(2)
ORCA calculation (ωB97M-V/def2-TZVPD) on a structure of composition C53H51BrGeN6O4SiTi.

Its strongest force on any atom is 0.03754 hartree/bohr. The calculation puts the energy relative to the best compared isomer or geometry (same formula, charge and spin) at 8.5 kcal per mole. The LUMO energy is -0.9 eV.

Geometry as XYZ:
```
118
Properties=species:S:1:pos:R:3:forces:R:3
Ti 0.61947 0.61203 -0.71137 -1.8 0.5 0.6
O 0.87826 1.90581 -4.66133 0.0 0.0 -0.1
C 0.86723 1.74792 -3.46368 0.2 -0.1 -0.1
N 0.70507 0.57777 -2.75751 0.2 0.1 0.0
C 0.71599 -0.65159 -3.39250 0.0 -0.1 -0.1
O 0.43199 -0.90887 -4.53354 0.0 0.1 -0.1
C 1.23921 -1.73507 -2.47483 0.0 -0.1 -0.1
C 1.64450 -2.95312 -2.98686 0.0 0.0 0.0
C 2.21745 -3.86912 -2.11996 0.0 0.0 -0.1
C 2.34681 -3.54563 -0.77956 0.0 -0.1 0.1
C 1.88899 -2.31516 -0.34501 -0.1 0.1 0.0
N 1.35751 -1.42820 -1.18437 0.3 -0.1 -0.2
C 1.21046 2.88667 -2.53686 0.1 -0.1 -0.1
C 1.71277 4.06270 -3.05410 -0.1 0.1 0.0
C 2.10602 5.05868 -2.17466 0.0 0.0 -0.1
C 1.99373 4.82394 -0.81379 0.0 0.0 0.1
C 1.49960 3.61044 -0.37163 -0.1 -0.1 -0.1
N 1.10505 2.65095 -1.22053 0.5 0.2 -0.2
H 1.51124 -3.14509 -4.04220 0.0 0.0 0.0
H 2.55433 -4.83153 -2.48474 0.0 0.0 0.0
H 2.76749 -4.24435 -0.06835 0.0 0.0 0.0
H 1.93930 -2.02449 0.69807 0.0 0.0 0.0
H 1.77409 4.16231 -4.12889 0.0 0.0 0.0
H 2.49992 5.99789 -2.54250 0.0 0.0 0.0
H 2.29500 5.56523 -0.08582 0.0 0.0 0.0
H 1.40196 3.38607 0.68067 0.0 0.0 0.0
Br 4.49474 -5.53741 4.26012 0.0 0.0 0.0
C 5.29208 -3.85701 3.90944 0.0 0.0 0.0
C 5.45316 -3.44372 2.59687 0.0 0.0 0.0
C 6.01665 -2.20531 2.33771 -0.1 0.1 0.0
C 6.42031 -1.39237 3.39155 -0.1 0.1 0.1
C 6.31299 -1.84242 4.69801 -0.1 0.0 0.1
C 5.72062 -3.06927 4.96360 0.1 0.1 0.0
N 7.09599 -0.14007 3.15911 0.1 -0.1 -0.4
N 6.55986 0.77574 2.52341 0.0 0.1 0.4
C 5.16010 0.74164 2.20131 0.1 -0.2 -0.1
C 4.18733 0.75198 3.16424 0.1 -0.1 0.1
C 2.81709 0.77552 2.83675 0.0 0.0 0.1
C 2.42875 0.77439 1.52199 0.0 0.0 0.1
O 1.17272 0.72896 1.10379 0.1 0.0 0.1
C 3.43061 0.79617 0.51642 0.1 0.0 0.0
N 2.96276 0.78313 -0.75604 0.0 -0.1 0.0
C 3.82900 0.79137 -1.73739 0.0 0.0 -0.1
C 5.21971 0.82586 -1.52355 0.1 0.0 -0.1
C 5.70711 0.83223 -0.24645 0.0 0.0 0.0
C 4.79901 0.80838 0.83384 -0.1 0.0 -0.1
H 5.13891 -4.08602 1.78539 0.0 0.0 0.0
H 6.14355 -1.87439 1.31491 0.0 0.0 0.0
H 6.68322 -1.22221 5.50500 0.0 0.0 0.0
H 5.60845 -3.41623 5.98145 0.0 0.0 0.0
H 4.47647 0.72317 4.20753 0.0 0.0 0.0
H 2.06347 0.76713 3.61390 0.0 0.0 0.0
H 3.42529 0.77024 -2.74449 0.0 0.0 0.0
H 5.88355 0.84336 -2.37693 0.0 0.0 0.0
H 6.77223 0.85732 -0.05065 0.0 0.0 0.0
C -4.05567 2.80808 -4.63433 0.0 0.0 0.0
C -3.60886 3.03594 -3.19559 0.0 0.0 0.0
C -2.16338 3.50848 -3.10662 0.1 0.0 0.0
C -1.71455 3.90625 -1.69834 0.1 0.0 -0.1
Ge -1.49634 2.40753 -0.40156 0.1 -0.2 0.2
C -3.28149 1.77113 0.19625 -0.1 0.0 0.0
C -3.78671 2.51103 1.43739 0.0 0.0 0.0
C -4.18070 3.95800 1.17241 0.0 0.0 0.0
C -4.69629 4.66032 2.42281 0.0 0.0 0.0
H -5.08813 2.45607 -4.68577 0.0 0.0 0.0
H -3.42139 2.06360 -5.12380 0.0 0.0 0.0
H -3.98664 3.73061 -5.21669 0.0 0.0 0.0
H -3.72556 2.10548 -2.63163 0.0 0.0 0.0
H -4.26112 3.76923 -2.70786 0.0 0.0 0.0
H -2.02539 4.35281 -3.79395 0.0 0.0 0.0
H -1.52070 2.70932 -3.49803 0.0 0.1 0.0
H -2.41578 4.62190 -1.25551 0.0 -0.1 -0.1
H -0.75941 4.43422 -1.76128 0.0 0.0 0.1
H -0.96350 3.14023 0.88686 0.0 0.0 0.0
H -3.22951 0.70612 0.40562 0.0 0.0 0.0
H -4.00754 1.88119 -0.61369 0.1 0.0 0.0
H -3.02335 2.49295 2.22294 0.0 0.0 0.0
H -4.65147 1.97640 1.85060 0.0 0.0 0.0
H -4.94507 3.98576 0.38709 0.0 0.0 0.0
H -3.31801 4.50412 0.77735 0.0 0.0 0.0
H -5.57116 4.14479 2.82827 0.0 0.0 0.0
H -4.98194 5.69447 2.21942 0.0 0.0 0.0
H -3.93113 4.67223 3.20415 0.0 0.0 0.0
O -0.96394 -0.46483 -0.45306 0.6 -0.2 0.3
Si -1.84390 -1.67293 0.16833 -0.1 0.2 -0.2
C -1.06062 -3.39380 0.21033 0.0 0.0 -0.1
C -1.03419 -4.17858 -0.94851 0.0 0.0 0.1
C -0.50822 -5.46501 -0.93711 0.0 0.0 0.0
C 0.00571 -5.99541 0.24031 0.0 0.0 0.0
C -0.01049 -5.23403 1.40341 0.0 0.0 -0.1
C -0.54398 -3.95104 1.38422 0.1 0.0 0.0
C -2.29668 -1.28923 1.95128 -0.1 0.0 0.0
C -3.19235 -2.10438 2.65280 0.0 0.0 0.0
C -3.52223 -1.84226 3.97537 0.0 0.0 0.0
C -2.94970 -0.75780 4.63015 0.0 0.0 0.0
C -2.05454 0.05859 3.95370 0.0 0.0 0.0
C -1.73628 -0.20411 2.62670 0.0 0.0 0.0
C -3.32553 -1.84474 -0.97499 0.0 0.0 0.0
C -3.52571 -0.90757 -1.99226 0.0 0.0 0.0
C -4.60737 -1.00345 -2.85888 0.0 0.0 0.0
C -5.51491 -2.04531 -2.72183 0.0 0.0 0.0
C -5.32798 -2.99682 -1.72617 0.0 0.0 0.0
C -4.23915 -2.89776 -0.86927 0.0 0.0 0.0
H -1.44911 -3.78477 -1.87247 0.0 0.0 0.0
H -0.50941 -6.05813 -1.84503 0.0 0.0 0.0
H 0.40583 -7.00323 0.25445 0.0 0.0 0.0
H 0.37781 -5.64492 2.32816 0.0 0.0 0.0
H -0.56528 -3.37426 2.30435 0.0 0.0 0.0
H -3.64453 -2.96070 2.16104 0.0 0.0 0.0
H -4.22473 -2.48248 4.49581 0.0 0.0 0.0
H -3.20422 -0.55036 5.66235 0.0 0.0 0.0
H -1.61181 0.91249 4.45516 0.0 0.0 0.0
H -1.04051 0.44673 2.11013 0.0 0.0 0.0
H -2.81176 -0.09967 -2.11304 0.0 0.0 0.0
H -4.73831 -0.26646 -3.64367 0.0 0.0 0.0
H -6.35991 -2.12297 -3.39520 0.0 0.0 0.0
H -6.02553 -3.81986 -1.62394 0.0 0.0 0.0
H -4.09487 -3.66545 -0.11417 0.0 0.0 0.0
```
Positions in Å, forces in eV/Å.

Results of the Mulliken charge analysis, in e, for atoms 1 through 99: Ti 0.3159; O -0.6618; C -0.1814; N 0.6898; C -0.6100; O -0.6448; C 0.6883; C -0.6861; C -0.8016; C -1.0332; C -0.6184; N 1.3185; C 0.5316; C -0.7224; C -0.8430; C -1.0222; C -0.4840; N 0.4648; H 0.6250; H 0.4268; H 0.6684; H 0.5301; H 0.5984; H 0.4580; H 0.5211; H 0.3891; Br -0.1802; C 0.0676; C -0.6115; C -0.0420; C 0.1362; C -0.2629; C -0.4614; N -0.5424; N -0.3996; C 0.1586; C -0.4109; C -0.9937; C -0.3312; O -0.0360; C 0.1111; N 0.6531; C -0.2009; C -1.4199; C -0.7164; C 0.7258; H 0.4616; H 0.4407; H 0.4599; H 0.4246; H 0.4780; H 0.6595; H 0.5037; H 0.5019; H 0.5329; C -1.6942; C 0.8424; C -0.4711; C -0.9442; Ge 1.8254; C 0.6796; C -0.8803; C 0.2735; C -1.5368; H 0.4313; H 0.2828; H 0.4479; H -0.6830; H 0.3274; H 0.6175; H -0.1483; H 0.6863; H 0.1181; H -0.2472; H -1.3702; H 0.6205; H 0.1345; H 0.6402; H 0.3042; H -0.0859; H 0.3541; H 0.4164; H 0.3191; O 0.5119; Si -1.3426; C 0.5294; C -0.1848; C -0.7801; C -0.6246; C -0.8082; C -0.2670; C 0.8905; C -0.4304; C -0.8213; C -0.8055; C -0.7141; C -0.1431; C 0.7605; C 0.2921